Entry 1:
Computed, not measured: the ion C6H9O with charge +1 at a distorted geometry, with ωB97M-V/def2-TZVPD.

Each line ends with the Mulliken charge.
CARTESIAN COORDINATES (ANGSTROEM)
C (1.476186, -0.172153, 0.468198)  -0.7541
C (-0.858500, 0.243447, 1.013451)  -0.8002
C (-0.013356, 0.922051, -1.077556)  -0.4197
C (0.402544, 0.864834, 0.390527)  0.0082
C (0.120116, -1.413264, -0.526223)  -0.1749
C (-1.103716, -0.862182, 0.013847)  -0.0755
O (-0.579176, -0.407032, -1.272288)  -0.1395
H (2.329699, -0.087503, -0.183355)  0.3368
H (1.644593, -0.675774, 1.403949)  0.3478
H (-0.668072, -0.159679, 2.005706)  0.3838
H (-1.693735, 0.939165, 1.061775)  0.4078
H (-0.811119, 1.640058, -1.282609)  0.3439
H (0.798786, 1.057467, -1.792191)  0.3376
H (0.679734, 1.832814, 0.806475)  0.4276
H (0.337215, -2.360824, -0.976594)  0.3233
H (-2.061199, -1.361424, -0.053112)  0.4470

Atomic forces in eV per Å
-2.611 -2.408 -2.127
0.078 0.213 -0.121
0.554 1.463 0.128
-0.093 -0.063 -0.050
3.203 1.643 3.039
-0.473 -0.797 1.433
-0.600 0.481 -1.955
0.218 0.073 -0.045
0.089 -0.028 0.246
-0.074 -0.088 0.022
-0.044 0.005 0.026
0.041 -0.227 0.016
-0.094 -0.220 0.044
-0.062 0.040 -0.078
-0.133 -0.134 -0.367
0.001 0.047 -0.211

Energy above the lowest of the compared OMol25 structures with the same formula, charge and spin   177.0 kJ/mol
LUMO energy   -3.206 eV
Kohn-Sham gap   0.445 Eh
E_tot   -308.87898 Eh
HOMO energy   -15.309 eV
Total charge   +1

=====

Entry 2:
Computed, not measured: a structure of composition C16H31NP2ReSe at a distorted geometry, with ωB97M-V/def2-TZVPD.

Each line ends with the Mulliken charge.
CARTESIAN COORDINATES (ANGSTROEM)
P (-0.136594, -1.772934, -1.539787)  0.8573
P (0.004878, 1.864384, -1.680768)  1.2236
C (-0.435806, -0.625292, -3.019844)  -1.0887
C (0.368970, 0.684680, -3.060414)  -1.0367
H (-1.519989, -0.418704, -3.028145)  0.4278
H (-0.189414, -1.245825, -3.896189)  0.6465
H (1.455534, 0.484179, -3.045940)  0.3913
H (0.125017, 1.246972, -3.975893)  0.6022
C (-1.559078, 2.651470, -2.214960)  -1.2810
H (-1.866471, 3.367537, -1.437500)  0.4144
H (-2.366355, 1.910080, -2.327256)  0.3690
H (-1.407715, 3.188236, -3.163437)  0.4626
C (1.252345, 3.162180, -1.907951)  -1.4706
H (1.017894, 3.763935, -2.792958)  0.4376
H (2.252694, 2.722958, -2.009332)  0.4456
H (1.243867, 3.804914, -1.017663)  0.4135
C (-1.169653, -3.187717, -2.071263)  -1.3078
H (-1.118024, -3.961963, -1.293559)  0.4052
H (-0.777944, -3.582564, -3.019394)  0.4612
H (-2.216564, -2.873024, -2.194843)  0.3951
C (1.514003, -2.443389, -1.963811)  -1.4490
H (2.279209, -1.657449, -2.018804)  0.3607
H (1.451757, -2.968831, -2.925792)  0.4849
H (1.794648, -3.150853, -1.173146)  0.4437
Re (0.116363, -0.482573, 2.873194)  0.9916
C (0.753978, 1.546731, 2.146802)  -0.6376
C (-0.663585, 1.470716, 2.050894)  -0.8053
C (-1.566920, 1.019120, 0.943602)  0.2195
C (-1.803323, -0.490904, 0.718661)  -0.5868
C (-0.726769, -1.434044, 1.173588)  -0.4072
C (0.745140, -1.237753, 0.969015)  -0.3112
C (1.295012, -0.044799, 0.265413)  0.7435
C (1.800416, 1.082395, 1.179162)  -1.0788
C (0.563325, -2.171756, 3.886980)  -1.4363
H (1.123132, 2.279017, 2.877238)  0.4649
H (-1.176590, 2.138389, 2.762862)  0.4880
H (-1.284205, 1.510582, -0.006024)  -1.0431
H (-2.559543, 1.444557, 1.164538)  0.8007
H (-2.729412, -0.763707, 1.255676)  0.4451
H (-2.040411, -0.698263, -0.341822)  0.2899
H (-1.014136, -2.497867, 1.219920)  0.5912
H (1.348992, -2.154782, 0.953628)  0.5465
H (0.449816, 0.371078, -0.361383)  -1.5855
H (2.096032, -0.326370, -0.440424)  0.4681
H (2.681267, 0.717856, 1.738252)  0.4753
H (2.162879, 1.933510, 0.571211)  0.4844
H (1.459636, -1.955059, 4.490081)  0.4261
H (0.759168, -3.019230, 3.226358)  0.3484
H (-0.254890, -2.413228, 4.581827)  0.3937
Se (-0.763270, 1.939480, 6.894596)  0.1541
C (-0.489321, 0.955774, 5.493035)  0.5759
N (-0.279988, 0.318158, 4.491769)  -0.6235

Atomic forces in eV per Å
0.321 -0.567 -3.326
-0.514 0.298 -1.206
-0.127 0.653 0.600
0.031 -0.009 0.008
0.350 -0.100 -0.103
-0.108 -0.002 0.276
-0.406 0.078 -0.134
0.213 -0.397 0.012
0.036 0.249 -0.211
0.041 -0.139 -0.301
0.296 0.223 0.019
-0.237 -0.110 0.243
0.089 0.241 -0.006
0.195 -0.029 0.124
-0.211 0.112 0.012
0.042 -0.032 -0.297
-0.430 0.036 0.764
-0.104 0.015 -0.334
-0.095 0.144 0.288
0.318 -0.166 0.045
0.302 0.155 0.696
-0.243 -0.297 -0.035
-0.038 0.151 0.253
0.120 0.023 -0.320
-0.982 -2.391 0.116
-1.196 0.952 -0.495
1.287 2.486 -0.383
-1.285 0.067 -0.165
-0.806 -0.180 -0.012
1.437 -0.464 0.208
-0.795 -0.609 -0.233
0.147 0.791 -0.890
0.425 -0.422 -0.661
0.567 -0.703 0.805
-0.210 -0.585 0.059
0.343 -0.588 -0.168
0.331 -0.331 0.615
0.350 -0.184 0.070
0.427 -0.026 -0.174
0.023 0.342 0.171
-0.034 0.620 0.386
-0.259 0.348 0.307
1.268 -0.301 0.902
-0.225 0.150 0.401
-0.243 0.237 -0.127
-0.189 -0.233 0.252
-0.071 -0.310 -0.031
0.074 -0.029 0.060
0.185 -0.049 -0.160
0.210 -1.013 -1.355
-0.192 1.158 1.579
-0.427 0.737 1.855

Energy above the lowest of the compared OMol25 structures with the same formula, charge and spin   81.3 kJ/mol
LUMO energy (spin up / spin down)   -8.879 / -9.122 eV
Kohn-Sham gap (spin up / spin down)   0.187 / 0.171 Eh
E_tot   -3844.57037 Eh
HOMO energy (spin up / spin down)   -13.962 / -13.778 eV
⟨S²⟩   3.83
Total charge   +2
Multiplicity   4

=====

Entry 3:
Computed, not measured: a structure of composition C3H2HgO3 at a distorted geometry, with ωB97M-V/def2-TZVPD.

Each line ends with the Mulliken charge.
CARTESIAN COORDINATES (ANGSTROEM)
O (0.597283, -0.548284, 0.654809)  -0.3149
C (-0.444194, 0.338420, 1.086161)  -0.1274
C (-1.693838, 0.117247, 0.530862)  0.1156
O (-2.070955, -0.562710, -0.420864)  -0.5899
Hg (-0.300448, -1.861067, -1.069198)  0.6282
H (-0.274463, 0.860891, 2.025822)  0.4016
C (1.204714, 0.534659, 0.104234)  -0.1585
O (1.141837, 0.308221, -1.242635)  -0.3151
H (1.840064, 0.812624, -1.669192)  0.3602

Atomic forces in eV per Å
1.189 -0.686 0.575
-1.833 1.012 0.529
1.012 0.667 0.349
-0.466 0.093 0.023
0.141 -0.906 -0.725
-0.081 -0.382 -0.375
0.032 -0.080 -0.623
0.100 -0.183 0.363
-0.094 0.466 -0.116

Energy above the lowest of the compared OMol25 structures with the same formula, charge and spin   248.1 kJ/mol
LUMO energy (spin up / spin down)   0.347 / -2.732 eV
Kohn-Sham gap (spin up / spin down)   0.296 / 0.198 Eh
E_tot   -494.40557 Eh
HOMO energy (spin up / spin down)   -7.699 / -8.123 eV
⟨S²⟩   2.01
Total charge   0
Multiplicity   3

=====

Entry 4:
Computed, not measured: a structure of composition C16H21BF2N3OPdSi at a distorted geometry, with ωB97M-V/def2-TZVPD.

Each line ends with the Mulliken charge.
CARTESIAN COORDINATES (ANGSTROEM)
Pd (0.178449, -0.020671, -0.423706)  0.0617
O (-0.336931, 1.153914, 3.631537)  -0.8535
C (-0.251349, 1.100595, 2.387968)  -0.0990
N (-0.208804, -0.019605, 1.669818)  0.1816
C (-0.191086, -1.229148, 2.455351)  -0.9508
C (-0.072748, -2.508710, 1.653194)  0.4404
C (-0.286472, -3.738241, 2.266846)  -0.7839
C (-0.128712, -4.907578, 1.542746)  -0.3807
C (0.244123, -4.805360, 0.206971)  -0.6989
C (0.420298, -3.545284, -0.327933)  -0.5085
N (0.261291, -2.422883, 0.366449)  0.3934
C (-0.193712, 2.393491, 1.615010)  0.5182
C (-0.254193, 3.602064, 2.304271)  -0.6426
C (-0.178983, 4.794088, 1.614259)  -0.2858
C (-0.024273, 4.745377, 0.230132)  -0.7425
C (0.031685, 3.503908, -0.374106)  -0.4013
N (-0.064906, 2.357340, 0.283959)  0.3650
H (-1.094143, -1.285934, 3.078249)  0.3666
H (0.647471, -1.199559, 3.167063)  0.4012
H (-0.571920, -3.769441, 3.312978)  0.4448
H (-0.291863, -5.873483, 2.003073)  0.3870
H (0.392180, -5.687929, -0.403218)  0.3864
H (0.695670, -3.407741, -1.370097)  0.4401
H (-0.353582, 3.558399, 3.381208)  0.4821
H (-0.232207, 5.745675, 2.127754)  0.3907
H (0.052412, 5.651619, -0.357278)  0.3891
H (0.161804, 3.414375, -1.450058)  0.4469
C (-2.650959, -0.301593, -4.109274)  -1.0961
Si (-1.819611, -0.251652, -2.388240)  0.3281
C (-2.433071, -1.809243, -1.483896)  -1.0620
C (-2.641417, 1.174450, -1.436257)  -1.0945
C (0.048663, -0.095158, -2.504840)  -0.9177
H (-3.736198, -0.417579, -4.025814)  0.2748
H (-2.266161, -1.136096, -4.700706)  0.2871
H (-2.450401, 0.619882, -4.661745)  0.2864
H (-3.518938, -1.905762, -1.575058)  0.3980
H (-2.191886, -1.737239, -0.421710)  0.2683
H (-1.978909, -2.726023, -1.865548)  0.2814
H (-3.731552, 1.089975, -1.472271)  0.3694
H (-2.361501, 2.153050, -1.832301)  0.2761
H (-2.336412, 1.145075, -0.387634)  0.3360
H (0.359949, 0.811885, -3.029603)  0.3666
H (0.514773, -0.962123, -2.980476)  0.3689
F (2.802784, 1.287154, -0.580883)  -0.2881
B (2.113018, 0.127636, -0.466123)  0.1570
F (2.956930, -0.910715, -0.252560)  -0.2874

Atomic forces in eV per Å
0.374 -0.006 -0.641
-0.001 0.257 -0.053
-0.131 -0.978 0.331
0.312 0.240 0.021
-0.080 0.251 0.117
0.083 0.346 -0.408
-0.070 -0.331 0.271
0.043 0.339 -0.092
-0.008 -0.307 0.037
-0.025 0.240 -0.010
-0.083 -0.866 0.669
0.094 0.511 -0.603
-0.019 -0.157 0.468
0.045 -0.066 -0.449
-0.008 0.212 0.333
0.002 -0.146 -0.202
-0.296 0.746 0.850
0.051 -0.076 0.061
-0.041 -0.065 0.047
-0.002 0.008 -0.020
0.001 -0.011 0.021
-0.014 0.022 -0.006
0.021 -0.018 -0.012
-0.015 0.014 -0.030
0.005 -0.007 0.050
0.005 -0.025 -0.030
-0.019 -0.005 0.005
0.020 0.029 0.228
-0.108 -0.020 -0.662
0.180 0.172 -0.093
0.185 -0.157 -0.123
-0.299 -0.047 0.497
0.003 0.007 -0.001
0.020 0.000 0.004
0.017 -0.003 -0.008
-0.003 0.071 -0.051
-0.003 -0.072 0.038
0.032 0.000 0.003
0.003 -0.063 -0.047
0.032 0.000 0.012
-0.025 0.071 0.033
-0.035 -0.013 -0.079
-0.035 0.012 -0.092
-0.104 0.007 -0.009
-0.037 -0.113 -0.358
-0.067 -0.001 -0.016

Energy above the lowest of the compared OMol25 structures with the same formula, charge and spin   118.1 kJ/mol
LUMO energy   3.060 eV
Kohn-Sham gap   0.216 Eh
E_tot   -1503.95548 Eh
HOMO energy   -2.825 eV
Total charge   -1